1.
The following is a DFT calculation (ωB97M-V/def2-TZVPD) of 3 unconnected molecules or ions with the total composition C12H25ClN3O5P in a non-equilibrium geometry.

Calculated values
Total charge ... 0
HOMO level ... -9.126 eV
LUMO level ... 0.252 eV
SMILES string ... N#C[C@H]([C@@H](Cl)C#N)P(N)O.COCCOC.COCCOC
Molar mass ... 357.8 Da
Calculated total energy ... -49364.69767 eV
Kohn-Sham gap ... 0.3446 Ha

The geometry in XYZ format:
```
47
Properties=species:S:1:pos:R:3:forces:R:3:mulliken_charge:R:1
N -3.97253 -1.29577 2.15943 0.02 -0.12 -0.42 -0.49
C -3.34541 -0.44724 1.70009 0.92 2.15 0.77 -0.05
C -2.58013 0.89742 1.55246 -0.61 -2.36 -1.01 -0.02
C -1.30212 0.84372 2.50394 -0.42 0.53 -0.37 0.18
Cl -0.37784 -0.70925 2.30389 -0.31 1.03 -0.05 -0.15
C -0.40587 2.08485 2.30933 -1.25 -1.61 1.16 0.12
N 0.22427 3.03574 2.45113 -0.20 -0.23 -0.37 -0.44
P -3.59026 2.39378 2.14044 -0.30 2.10 0.70 0.30
N -5.10734 1.81483 2.83382 1.35 -0.27 0.04 -0.63
O -4.06655 3.34620 0.83331 0.31 -2.26 0.27 -0.48
H -2.29344 0.96237 0.46793 -0.07 0.26 1.03 0.44
H -1.72075 0.81115 3.54632 0.82 0.34 -0.87 0.31
H -4.96108 0.91018 3.30668 -0.24 0.15 -0.57 0.29
H -5.26179 2.46825 3.61540 -0.08 -0.23 -0.54 0.31
H -4.41810 2.80632 0.09641 -0.09 0.48 0.31 0.32
C -1.64887 -3.53100 0.03530 -0.13 0.05 0.08 -0.72
O -2.05937 -2.66503 -1.01323 0.20 -0.18 -0.01 -0.31
C -1.10568 -2.59608 -2.06862 -0.44 0.19 -0.08 -0.49
C -1.52631 -3.45092 -3.25342 0.45 -0.20 0.08 -0.54
O -1.50403 -4.83619 -2.92878 -0.26 0.17 0.11 -0.37
C -2.79897 -5.35494 -2.66598 0.09 -0.08 -0.05 -0.69
H -2.50817 -3.71354 0.68147 0.01 0.13 -0.05 0.26
H -1.28969 -4.48984 -0.34552 0.03 0.04 -0.05 0.47
H -0.86233 -3.05075 0.62542 0.05 -0.11 0.03 0.12
H -0.11083 -2.88315 -1.71390 -0.04 -0.07 -0.04 0.35
H -1.05950 -1.55031 -2.38932 0.05 -0.01 -0.04 0.35
H -0.80780 -3.30231 -4.06563 -0.01 0.05 0.00 0.37
H -2.51369 -3.15161 -3.61931 0.00 0.02 0.09 0.33
H -3.35184 -5.46861 -3.60417 -0.10 0.01 0.04 0.33
H -3.36309 -4.71433 -1.98402 0.01 0.02 -0.02 0.29
H -2.68399 -6.33707 -2.20675 0.08 0.04 -0.06 0.24
C 6.05685 2.30266 1.12695 0.08 0.12 -0.01 -0.72
O 5.93225 3.02134 -0.09022 -0.16 -0.27 0.08 -0.38
C 5.40848 2.22187 -1.14509 0.02 0.50 -0.09 -0.47
C 3.93355 2.50756 -1.37898 -0.04 -0.51 0.10 -0.55
O 3.14124 2.08876 -0.27387 0.19 0.28 -0.01 -0.34
C 2.75747 3.17102 0.56490 0.03 -0.11 -0.02 -0.71
H 6.23667 3.02112 1.92750 0.02 0.02 -0.10 0.25
H 5.15022 1.73997 1.36117 0.01 -0.01 -0.03 0.30
H 6.91050 1.61922 1.07113 -0.04 -0.08 0.07 0.33
H 5.57281 1.15806 -0.94602 -0.09 0.02 0.03 0.32
H 5.96494 2.48448 -2.05043 -0.02 -0.04 -0.02 0.37
H 3.59868 1.93180 -2.24793 0.04 0.03 -0.04 0.38
H 3.77133 3.56818 -1.59580 0.08 0.00 0.06 0.33
H 1.97076 3.75648 0.07868 0.01 0.09 0.08 0.34
H 3.60341 3.82054 0.80317 0.01 0.00 -0.07 0.32
H 2.36391 2.76005 1.49077 0.04 -0.04 -0.13 0.20
```
Forces are in eV/Å.


2.
The following is a DFT calculation (ωB97M-V/def2-TZVPD) of a molecular structure, C32H31N5O9PSSrTe in a non-equilibrium geometry.

Calculated values
Total charge ... -1
HOMO level ... -5.009 eV
LUMO level ... 1.861 eV
Molar mass ... 907.9 Da
Calculated total energy ... -87824.88576 eV
Kohn-Sham gap ... 0.2525 Ha
ΔE to the lowest compared entry with this formula, charge and spin ... 10.2 kcal/mol

The geometry in XYZ format:
```
81
Properties=species:S:1:pos:R:3:forces:R:3:mulliken_charge:R:1
Sr -0.23109 0.41492 -0.06587 -0.40 -1.32 0.24 1.67
O 3.12710 -4.45184 4.61778 0.03 -0.04 0.00 -0.72
C 3.57029 -3.30229 4.45259 -0.09 0.01 0.03 0.45
O 4.58834 -2.74694 4.90650 0.06 0.01 0.01 -0.74
C 2.71430 -2.40817 3.51706 0.00 -0.01 -0.03 0.17
C 3.12813 -1.12247 3.19531 0.02 0.01 -0.02 -1.06
C 2.38090 -0.37563 2.30540 0.04 -0.05 -0.11 -0.53
N 1.25777 -0.82740 1.73614 -0.24 0.18 -0.07 0.23
C 0.82629 -2.05460 2.07929 0.18 0.06 -0.05 0.64
C 1.53175 -2.86742 2.95032 0.03 -0.01 -0.04 -0.46
C -0.46205 -2.54522 1.43597 -0.26 -0.21 0.00 -0.25
O -0.70702 -3.75004 1.45979 0.02 0.01 0.01 -0.73
O -1.20747 -1.65276 0.89605 0.31 0.52 -0.40 -0.32
H 4.03918 -0.74674 3.64101 0.00 0.01 0.00 0.45
H 2.69087 0.62476 2.01613 0.00 0.01 0.02 0.58
H 1.17763 -3.86219 3.17793 0.00 0.00 0.01 0.57
N -1.97609 8.90938 -0.48040 0.00 -0.03 0.00 -0.58
C -1.49485 7.61868 -0.25891 -0.05 0.03 0.02 1.07
C -2.22829 6.71298 0.50665 0.00 0.00 0.00 -0.77
C -1.77241 5.41842 0.68814 0.08 0.03 -0.06 -0.43
C -0.57979 5.02073 0.09993 -0.11 0.08 0.09 -0.23
C 0.15795 5.91076 -0.67129 -0.04 -0.07 0.05 -0.51
C -0.30045 7.20106 -0.84897 0.05 0.01 -0.03 -0.85
S 0.02809 3.38983 0.35675 0.00 0.86 0.29 1.53
O 1.18318 3.43355 1.21821 0.11 0.08 0.08 -0.69
O -1.10922 2.63272 0.87785 -0.24 -0.21 0.15 -0.82
N 0.35209 2.76250 -1.03641 -0.07 -0.42 -0.38 -0.08
C 1.66083 2.53602 -1.37312 0.19 0.60 -0.39 -0.38
N 2.49375 3.57908 -1.53567 0.13 -0.27 0.06 -0.32
C 3.75640 3.28142 -1.80099 0.04 -0.08 -0.02 -0.39
C 4.21880 1.97592 -1.93293 -0.02 0.21 0.00 -0.89
C 3.27051 0.98365 -1.81829 -0.07 -0.11 -0.11 0.21
N 1.98883 1.25136 -1.56794 0.04 -0.15 0.32 0.30
H -2.62279 9.24448 0.21541 0.01 0.01 -0.01 0.23
H -1.27150 9.59287 -0.70602 -0.01 0.00 0.01 0.23
H -3.16129 7.02814 0.95920 0.00 -0.01 0.00 0.28
H -2.33375 4.71042 1.28190 -0.01 0.00 0.01 0.48
H 1.08053 5.57158 -1.12721 0.01 0.03 -0.02 0.43
H 0.26453 7.89980 -1.45538 0.01 -0.01 0.00 0.29
H 4.42785 4.12645 -1.91719 0.03 -0.02 0.00 0.42
H 5.25609 1.74801 -2.12526 0.01 0.02 0.00 0.44
H 3.52671 -0.06356 -1.92736 -0.02 0.05 0.03 0.11
Te -0.94412 -2.38916 -2.37837 0.25 0.21 0.14 0.49
C -0.57414 -1.88351 -4.39679 -0.12 -0.01 0.00 -0.25
C -0.25378 -0.57589 -4.74968 -0.02 0.02 -0.04 -0.11
C -0.00599 -0.24927 -6.07684 0.00 -0.01 -0.03 -0.57
C -0.08512 -1.22608 -7.05956 -0.01 -0.02 0.04 -0.43
C -0.41184 -2.53054 -6.71344 0.02 0.01 0.01 -0.57
C -0.65650 -2.85889 -5.38657 0.04 0.05 -0.04 -0.38
C 1.09236 -2.88064 -2.00361 -0.15 -0.04 -0.03 0.16
C 1.37298 -3.82375 -1.02254 0.07 0.07 0.12 -0.60
C 2.69286 -4.08328 -0.67250 0.00 -0.02 0.01 -0.47
C 3.73069 -3.44875 -1.33772 -0.02 0.01 -0.02 -0.66
C 3.44489 -2.54337 -2.35204 0.01 -0.07 0.00 -0.46
C 2.12872 -2.24032 -2.67491 0.01 -0.06 0.02 -0.35
H -0.19285 0.19012 -3.98539 0.00 0.00 0.00 0.50
H 0.24710 0.76924 -6.34360 0.00 0.01 0.01 0.40
H 0.10622 -0.97192 -8.09435 0.00 0.00 0.00 0.37
H -0.47437 -3.29471 -7.47803 0.00 -0.01 0.00 0.36
H -0.90478 -3.87684 -5.11497 -0.01 -0.01 -0.02 0.40
H 0.57607 -4.32481 -0.49004 -0.05 0.01 0.05 0.50
H 2.90138 -4.77876 0.13053 0.00 0.00 0.00 0.45
H 4.75721 -3.65675 -1.06528 0.00 0.00 0.00 0.39
H 4.25483 -2.06309 -2.88995 -0.01 0.00 -0.01 0.47
H 1.91508 -1.51469 -3.45048 0.02 0.00 0.00 0.41
C -6.08719 0.73982 -1.42845 -0.01 0.01 -0.04 -0.69
O -5.30859 0.77656 -0.22991 -0.14 0.09 -0.16 -0.33
P -3.81273 0.14466 -0.16806 0.05 -0.13 0.32 0.09
O -3.06801 0.86635 -1.45190 0.27 -0.04 -0.12 0.02
C -3.13536 2.28958 -1.59404 -0.04 0.06 0.04 -0.81
O -3.99074 -1.26467 -0.94964 0.03 -0.03 0.02 -0.10
C -4.17058 -2.45159 -0.14541 -0.02 0.10 -0.01 -0.70
H -7.01901 0.21320 -1.22666 0.00 0.00 0.02 0.25
H -5.56041 0.22919 -2.23445 0.01 0.00 0.01 0.27
H -6.31226 1.76220 -1.73363 0.00 0.01 0.02 0.28
H -2.13415 2.67183 -1.78659 -0.01 -0.03 -0.02 0.11
H -3.52153 2.76834 -0.69250 0.01 0.00 0.00 0.39
H -3.78520 2.52722 -2.43748 -0.03 0.00 0.02 0.35
H -4.38862 -3.25702 -0.84293 0.03 0.00 0.01 0.19
H -5.01692 -2.33199 0.53437 -0.02 0.00 -0.01 0.35
H -3.26440 -2.66567 0.41884 0.06 0.00 -0.01 0.27
```
Forces are in eV/Å.